Entry 1:
Below is the molecule C5H8O2, with properties calculated with wB97M-V/def2-TZVPD.

Output
ΔE to the lowest compared entry with this formula, charge and spin in eV: 3.880
Net charge: 0
HOMO level in eV: -8.857
Multiplicity: 1
Calculated total energy in Ha: -345.6624

Positions of all 15 atoms, in Å:
O (1.536, 0.445, -2.350)
C (0.328, 0.242, -1.900)
C (0.330, -0.754, -0.766)
C (-0.316, -0.153, 0.472)
C (-1.703, -0.476, 0.806)
O (-0.620, -1.102, 1.485)
C (0.307, 1.136, 0.950)
H (2.227, -0.076, -1.874)
H (0.219, 1.907, 0.176)
H (1.342, -1.124, -0.496)
H (-0.265, -1.618, -1.091)
H (-2.286, 0.222, 1.407)
H (-2.283, -1.125, 0.150)
H (1.370, 0.988, 1.174)
H (-0.188, 1.489, 1.859)

---

Entry 2:
Below is a structure of composition C52H46Br2F3N8O15PS in a non-equilibrium geometry, with properties calculated with wB97M-V/def2-TZVPD.

Output
Net charge: 0
HOMO level in eV: -8.686
Multiplicity: 1
Calculated total energy in Ha: -9762.3616

Positions of all 128 atoms, in Å:
C (-3.984, 4.481, -1.835)
C (-4.701, 5.051, -0.530)
Br (-6.501, 5.685, -1.113)
C (-4.881, 3.818, 0.500)
Br (-6.768, 3.185, 0.722)
C (-4.205, 4.097, 1.900)
C (-3.036, 3.341, 2.322)
C (-2.464, 3.613, 3.684)
C (-3.045, 4.619, 4.594)
C (-2.415, 4.807, 6.033)
C (-3.443, 4.387, 7.206)
N (-3.718, 5.502, 8.161)
C (-4.227, 5.450, 4.142)
P (-4.836, 6.738, 5.335)
C (-3.392, 7.981, 5.431)
O (-6.118, 7.670, 4.759)
C (-4.760, 5.147, 2.814)
N (-5.925, 5.866, 2.316)
C (-7.154, 5.600, 2.985)
O (-7.297, 4.577, 3.575)
F (-8.208, 6.480, 3.001)
C (-5.714, 7.207, 1.906)
O (-6.486, 7.934, 1.393)
F (-4.437, 7.731, 2.186)
C (-1.216, 2.742, 4.041)
O (-0.207, 3.133, 4.577)
C (-1.322, 1.242, 3.560)
C (-0.819, 0.142, 4.547)
C (0.492, -0.608, 4.032)
C (0.632, -1.903, 4.940)
F (0.951, -1.531, 6.276)
C (-1.842, 0.999, 2.318)
N (-1.927, -0.375, 1.799)
C (-1.162, -0.507, 0.822)
S (0.131, -0.838, -0.085)
C (-2.348, 2.220, 1.459)
O (-2.166, 2.286, 0.269)
H (-4.353, 3.433, -2.048)
H (-4.117, 5.144, -2.733)
H (-2.899, 4.347, -1.535)
H (-4.102, 5.841, -0.012)
H (-4.377, 2.937, 0.013)
H (-1.538, 4.113, 6.186)
H (-1.996, 5.839, 6.185)
H (-4.424, 4.208, 6.666)
H (-3.148, 3.434, 7.713)
H (-3.141, 6.309, 7.919)
H (-4.702, 5.771, 8.070)
H (-3.064, 7.971, 6.515)
H (-2.499, 7.645, 4.840)
H (-3.721, 9.030, 5.219)
H (-5.719, 8.412, 4.253)
H (-0.653, 0.618, 5.551)
H (-1.628, -0.628, 4.646)
H (0.322, -0.886, 2.950)
H (1.410, 0.041, 4.105)
H (-0.342, -2.475, 4.956)
H (1.439, -2.538, 4.490)
C (-4.792, 6.559, -9.009)
C (-4.862, 7.648, -8.149)
C (-4.595, 7.485, -6.797)
C (-4.254, 6.227, -6.319)
C (-4.188, 5.131, -7.169)
C (-4.459, 5.301, -8.519)
N (-3.947, 6.055, -4.896)
O (-4.032, 7.033, -4.174)
O (-3.618, 4.942, -4.513)
H (-4.995, 6.690, -10.066)
H (-5.123, 8.627, -8.534)
H (-4.653, 8.340, -6.136)
H (-3.927, 4.148, -6.798)
H (-4.408, 4.454, -9.192)
C (1.395, -6.969, -2.744)
C (2.388, -6.422, -1.940)
C (2.471, -5.046, -1.777)
C (1.549, -4.230, -2.423)
C (0.558, -4.768, -3.234)
C (0.484, -6.144, -3.394)
N (1.617, -2.779, -2.234)
O (2.510, -2.337, -1.531)
O (0.773, -2.092, -2.788)
H (1.330, -8.045, -2.865)
H (3.095, -7.068, -1.438)
H (3.245, -4.629, -1.151)
H (-0.158, -4.134, -3.741)
H (-0.287, -6.575, -4.022)
C (8.984, -3.982, 0.598)
C (9.047, -4.986, -0.361)
C (7.905, -5.700, -0.695)
C (6.705, -5.396, -0.065)
C (6.634, -4.399, 0.900)
C (7.781, -3.692, 1.230)
N (5.492, -6.130, -0.432)
O (5.591, -7.011, -1.268)
O (4.446, -5.816, 0.118)
H (9.877, -3.423, 0.853)
H (9.987, -5.211, -0.850)
H (7.964, -6.480, -1.443)
H (5.701, -4.163, 1.396)
H (7.738, -2.911, 1.980)
C (0.947, -2.429, -5.995)
C (2.007, -2.779, -6.823)
C (1.761, -3.358, -8.060)
C (0.449, -3.578, -8.460)
C (-0.616, -3.238, -7.637)
C (-0.363, -2.662, -6.399)
N (0.185, -4.166, -9.777)
O (1.143, -4.470, -10.466)
O (-0.978, -4.315, -10.109)
H (1.141, -1.971, -5.031)
H (3.026, -2.597, -6.503)
H (2.594, -3.627, -8.698)
H (-1.640, -3.412, -7.943)
H (-1.186, -2.390, -5.749)
C (6.304, -9.602, 3.360)
C (6.211, -8.217, 3.300)
C (7.362, -7.442, 3.316)
C (8.601, -8.065, 3.389)
C (8.703, -9.448, 3.457)
C (7.547, -10.217, 3.443)
N (9.819, -7.249, 3.380)
O (9.687, -6.039, 3.338)
O (10.891, -7.827, 3.410)
H (5.403, -10.205, 3.342)
H (5.239, -7.741, 3.237)
H (7.279, -6.363, 3.268)
H (9.667, -9.937, 3.518)
H (7.616, -11.297, 3.493)

---

Entry 3:
Below is a cluster of 10 separate species, C43H62NO21PS in total in a non-equilibrium geometry, with properties calculated with wB97M-V/def2-TZVPD.

Output
ΔE to the lowest compared entry with this formula, charge and spin in eV: 2.240
Net charge: 0
HOMO level in eV: -7.994
Multiplicity: 1
SMILES: CC(C)=NC1=C([PH2]=S)C(=O)OC1=O.O=C1CCCO1.O=C1CCCO1.O=C1CCCO1.O=C1CCCO1.O=C1CCCO1.O=C1CCCO1.O=C1CCCO1.O=C1CCCO1.O=C1CCCO1
Calculated total energy in Ha: -4050.0428

Positions of all 129 atoms, in Å:
C (0.704, -0.227, -1.035)
C (0.136, 0.841, -2.090)
C (1.024, 2.190, -2.280)
N (-0.967, 0.707, -2.806)
C (-1.842, -0.344, -2.280)
C (-2.909, -0.255, -1.321)
P (-3.521, 1.322, -0.463)
S (-5.300, 0.920, 0.254)
C (-3.412, -1.761, -1.156)
O (-4.230, -2.201, -0.322)
O (-2.747, -2.633, -2.090)
C (-1.717, -1.894, -2.741)
O (-0.825, -2.341, -3.509)
H (1.853, -0.136, -1.090)
H (0.342, 0.007, 0.034)
H (0.462, -1.312, -1.293)
H (0.954, 2.569, -3.353)
H (0.738, 2.969, -1.486)
H (2.111, 1.878, -2.025)
H (-2.595, 1.787, 0.529)
H (-3.645, 2.318, -1.511)
O (1.146, 0.045, 2.011)
C (0.412, -0.556, 2.756)
O (-0.879, -0.206, 2.995)
C (-1.425, -1.062, 4.007)
C (-0.565, -2.304, 3.982)
C (0.788, -1.756, 3.583)
H (-1.376, -0.542, 4.967)
H (-2.468, -1.284, 3.778)
H (-0.558, -2.842, 4.932)
H (-0.926, -2.990, 3.209)
H (1.366, -1.424, 4.450)
H (1.356, -2.476, 2.994)
O (-2.193, 1.063, 8.013)
C (-1.023, 1.149, 7.745)
O (-0.365, 0.284, 6.923)
C (1.030, 0.612, 6.912)
C (1.102, 2.058, 7.344)
C (-0.072, 2.176, 8.292)
H (1.551, -0.056, 7.605)
H (1.434, 0.466, 5.908)
H (2.060, 2.325, 7.796)
H (0.943, 2.712, 6.480)
H (0.200, 1.901, 9.314)
H (-0.512, 3.172, 8.266)
O (3.577, 1.038, -0.992)
C (4.468, 1.834, -1.161)
O (4.366, 3.159, -0.873)
C (5.560, 3.830, -1.296)
C (6.618, 2.754, -1.361)
C (5.816, 1.531, -1.754)
H (5.374, 4.291, -2.271)
H (5.815, 4.611, -0.579)
H (7.428, 2.988, -2.054)
H (7.055, 2.603, -0.369)
H (5.716, 1.440, -2.838)
H (6.236, 0.620, -1.328)
O (-3.442, 4.060, 0.557)
C (-2.531, 4.833, 0.397)
O (-2.599, 6.159, 0.690)
C (-1.386, 6.799, 0.278)
C (-0.356, 5.696, 0.214)
C (-1.187, 4.497, -0.188)
H (-1.553, 7.268, -0.696)
H (-1.115, 7.571, 1.000)
H (0.465, 5.912, -0.472)
H (0.071, 5.529, 1.209)
H (-1.282, 4.412, -1.274)
H (-0.793, 3.573, 0.237)
O (0.432, -2.446, -9.675)
C (0.239, -2.853, -8.556)
O (-0.048, -2.055, -7.494)
C (-0.108, -2.852, -6.303)
C (-0.381, -4.259, -6.780)
C (0.322, -4.291, -8.121)
H (0.849, -2.770, -5.779)
H (-0.898, -2.482, -5.653)
H (-0.034, -5.024, -6.084)
H (-1.457, -4.398, -6.927)
H (1.374, -4.573, -8.022)
H (-0.189, -4.945, -8.827)
O (-3.021, 3.489, 10.268)
C (-4.090, 2.936, 10.329)
O (-4.761, 2.703, 11.492)
C (-5.937, 1.934, 11.215)
C (-6.234, 2.175, 9.753)
C (-4.853, 2.366, 9.165)
H (-5.724, 0.882, 11.427)
H (-6.754, 2.266, 11.858)
H (-6.799, 1.364, 9.290)
H (-6.813, 3.098, 9.640)
H (-4.400, 1.417, 8.872)
H (-4.867, 3.061, 8.326)
O (-9.167, -1.052, 10.759)
C (-9.605, -0.112, 10.149)
O (-9.119, 0.310, 8.948)
C (-9.794, 1.511, 8.561)
C (-11.098, 1.499, 9.324)
C (-10.721, 0.787, 10.605)
H (-9.165, 2.366, 8.826)
H (-9.954, 1.511, 7.481)
H (-11.513, 2.496, 9.483)
H (-11.841, 0.907, 8.780)
H (-10.335, 1.479, 11.357)
H (-11.553, 0.209, 11.004)
O (5.998, -3.514, -6.701)
C (5.303, -3.122, -7.606)
O (3.943, -3.150, -7.588)
C (3.442, -2.715, -8.860)
C (4.559, -1.902, -9.469)
C (5.795, -2.582, -8.921)
H (3.196, -3.597, -9.458)
H (2.539, -2.123, -8.716)
H (4.522, -1.870, -10.559)
H (4.513, -0.872, -9.100)
H (6.114, -3.414, -9.550)
H (6.612, -1.875, -8.774)
O (6.331, -4.961, -11.944)
C (7.384, -5.172, -11.399)
O (7.879, -4.414, -10.382)
C (9.193, -4.873, -10.044)
C (9.257, -6.298, -10.542)
C (8.358, -6.260, -11.760)
H (9.925, -4.227, -10.537)
H (9.338, -4.811, -8.964)
H (10.273, -6.634, -10.756)
H (8.830, -6.972, -9.792)
H (8.904, -5.965, -12.659)
H (7.847, -7.210, -11.912)

---

Entry 4:
Below is a cluster of 2 separate species, C7H12 in total, with properties calculated with wB97M-V/def2-TZVPD.

Output
ΔE to the lowest compared entry with this formula, charge and spin in eV: 1.501
Net charge: 0
HOMO level in eV: -8.085
Multiplicity: 1
SMILES: C/C=C1/C=CCC1.[H][H]
Calculated total energy in Ha: -273.8534

Positions of all 19 atoms, in Å:
C (-2.146, -1.148, 0.969)
C (-1.542, -0.453, -0.214)
C (0.144, 0.988, -1.350)
C (1.217, 1.688, -0.973)
C (1.647, 1.351, 0.435)
C (0.740, 0.156, 0.812)
C (-0.343, 0.135, -0.254)
H (-3.128, -0.712, 1.194)
H (-2.306, -2.219, 0.793)
H (-1.523, -1.043, 1.863)
H (-2.170, -0.381, -1.103)
H (-0.372, 1.077, -2.302)
H (1.253, -2.019, -1.399)
H (1.709, 2.452, -1.569)
H (2.713, 1.101, 0.491)
H (1.489, 2.205, 1.106)
H (0.343, 0.226, 1.828)
H (1.313, -0.780, 0.756)
H (0.963, -2.625, -1.080)

---

Entry 5:
Below is the molecule C23H32N6S in a non-equilibrium geometry, with properties calculated with wB97M-V/def2-TZVPD.

Output
Net charge: 0
HOMO level in eV: -7.866
Multiplicity: 1
SMILES: Cc1cc(C)c2cc(C#N)c(N3CCCN(C(=S)NCCCN(C)C)CC3)nc2c1
Calculated total energy in Ha: -1622.3750

Positions of all 62 atoms, in Å:
C (-3.969, -0.717, 2.909)
C (-2.928, -1.173, 1.936)
C (-1.594, -0.971, 2.167)
C (-0.634, -1.414, 1.237)
N (0.656, -1.176, 1.499)
C (1.616, -1.522, 0.667)
N (2.881, -1.191, 1.042)
C (4.045, -1.395, 0.214)
H (4.040, -2.410, -0.192)
H (4.925, -1.299, 0.855)
C (4.139, -0.387, -0.942)
H (4.973, -0.662, -1.588)
H (3.227, -0.450, -1.538)
C (4.339, 1.045, -0.430)
N (3.376, 1.428, 0.580)
C (2.117, 1.860, 0.295)
N (1.781, 2.030, -1.007)
C (0.424, 2.318, -1.418)
C (-0.445, 1.060, -1.411)
H (-0.431, 0.638, -0.406)
H (-0.028, 0.314, -2.095)
C (-1.882, 1.356, -1.834)
N (-2.478, 2.444, -1.082)
C (-3.729, 2.858, -1.681)
H (-4.121, 3.710, -1.128)
H (-4.489, 2.059, -1.679)
H (-3.553, 3.166, -2.711)
C (-2.660, 2.114, 0.318)
H (-3.140, 2.955, 0.816)
H (-3.283, 1.217, 0.458)
H (-1.697, 1.948, 0.793)
H (-1.881, 1.651, -2.888)
H (-2.475, 0.425, -1.741)
H (0.461, 2.756, -2.418)
H (0.000, 3.048, -0.727)
H (2.344, 1.573, -1.707)
S (1.062, 2.262, 1.507)
C (3.673, 0.995, 1.927)
H (3.255, 1.724, 2.624)
H (4.758, 0.983, 2.044)
C (3.067, -0.394, 2.236)
H (2.078, -0.273, 2.679)
H (3.717, -0.930, 2.935)
H (5.331, 1.127, 0.024)
H (4.309, 1.759, -1.259)
C (1.292, -2.236, -0.541)
C (-0.039, -2.498, -0.815)
C (-1.057, -2.081, 0.052)
C (-2.443, -2.281, -0.180)
C (-3.335, -1.831, 0.755)
H (-4.395, -1.976, 0.591)
C (-2.912, -2.966, -1.427)
H (-2.516, -3.980, -1.482)
H (-2.579, -2.426, -2.313)
H (-3.998, -3.021, -1.445)
H (-0.278, -3.035, -1.723)
C (2.199, -2.717, -1.502)
N (2.845, -3.135, -2.358)
H (-1.243, -0.456, 3.047)
H (-4.459, -1.579, 3.363)
H (-3.524, -0.114, 3.696)
H (-4.734, -0.128, 2.405)

---

Entry 6:
Below is a cluster of 2 separate species, C3H7NO2 in total in a non-equilibrium geometry, with properties calculated with wB97M-V/def2-TZVPD.

Output
ΔE to the lowest compared entry with this formula, charge and spin in eV: 6.955
Net charge: 0
HOMO level in eV: -9.698
Multiplicity: 1
Calculated total energy in Ha: -323.5254

Positions of all 13 atoms, in Å:
O (-2.417, 0.576, -0.687)
C (-1.495, 0.226, -0.030)
N (-0.858, 0.808, 1.037)
C (0.448, 1.166, 0.848)
O (1.739, -0.635, -0.950)
C (-0.724, -1.088, -0.190)
H (0.612, 1.924, 0.082)
H (0.902, 1.370, 1.812)
H (1.008, 0.291, 0.320)
H (2.398, -0.499, -1.647)
H (0.245, -0.819, -0.645)
H (-1.320, -1.823, -0.739)
H (-0.538, -1.497, 0.788)

---

Entry 7:
Below is a cluster of 2 separate species, C20H22ClNO4S2 in total in a non-equilibrium geometry, with properties calculated with wB97M-V/def2-TZVPD.

Output
ΔE to the lowest compared entry with this formula, charge and spin in eV: 18.788
Net charge: 0
HOMO level in eV: -7.881
Multiplicity: 1
Calculated total energy in Ha: -2386.9008

Positions of all 50 atoms, in Å:
C (4.551, 1.948, -0.315)
C (4.104, 1.649, 1.045)
H (4.619, 2.152, 1.745)
H (4.338, 0.523, 1.150)
O (2.965, 2.067, 1.205)
C (1.893, 1.340, 0.772)
C (0.799, 2.090, 0.910)
C (-0.594, 1.678, 0.123)
C (-0.634, 0.386, -0.455)
C (0.508, -0.309, -0.385)
C (1.575, -0.107, 0.148)
O (2.760, -0.908, 0.014)
S (3.489, -1.138, -1.368)
O (2.874, -0.438, -2.270)
O (4.765, -1.488, -1.182)
C (2.637, -2.932, -1.381)
C (1.771, -2.932, -2.449)
C (1.101, -4.283, -2.597)
C (1.159, -5.260, -1.815)
C (2.215, -5.188, -0.635)
C (2.872, -3.893, -0.697)
H (3.581, -3.887, 0.297)
H (2.353, -6.006, -0.012)
Cl (0.547, -6.934, -1.803)
H (0.166, -4.478, -3.716)
H (1.401, -2.170, -3.183)
H (0.602, -1.229, -0.825)
H (-1.709, 0.004, -0.823)
C (-1.662, 2.511, 0.327)
N (-2.804, 2.296, 1.052)
C (-4.142, 2.991, 0.871)
C (-5.166, 2.182, 0.303)
C (-5.388, 0.931, 1.358)
C (-3.903, 0.247, 1.380)
H (-4.013, -0.644, 2.091)
H (-3.952, -0.314, 0.443)
C (-2.939, 1.183, 1.696)
H (-1.927, 0.531, 2.136)
H (-3.151, 1.444, 2.873)
H (-6.149, 0.094, 1.007)
H (-5.596, 1.325, 2.519)
H (-6.062, 2.534, 0.612)
H (-4.885, 1.784, -0.584)
H (-3.740, 3.927, 0.280)
H (-4.255, 3.312, 1.830)
S (-1.699, 4.082, -0.681)
H (0.741, 3.224, 1.270)
H (5.661, 1.878, -0.498)
H (3.880, 1.379, -1.242)
H (4.445, 2.847, -0.539)

---

Entry 8:
Below is the molecule C16H23N3O3, with properties calculated with wB97M-V/def2-TZVPD.

Output
ΔE to the lowest compared entry with this formula, charge and spin in eV: 0.000
Net charge: 0
HOMO level in eV: -8.903
Multiplicity: 1
SMILES: CC(=O)N[C@H](CC(C)C)C(=O)NC(=O)NCc1ccccc1
Calculated total energy in Ha: -1013.5592

Positions of all 45 atoms, in Å:
C (0.559, 2.482, -2.424)
C (0.333, 1.220, -1.624)
O (-0.175, 1.194, -0.525)
N (0.801, 0.094, -2.228)
H (1.068, 0.142, -3.199)
C (0.469, -1.217, -1.694)
C (-0.929, -1.695, -2.104)
H (-1.317, -2.300, -1.283)
H (-1.581, -0.824, -2.196)
C (-0.970, -2.518, -3.394)
C (-2.394, -3.021, -3.624)
H (-2.441, -3.646, -4.513)
H (-3.074, -2.183, -3.757)
H (-2.734, -3.607, -2.774)
C (-0.496, -1.720, -4.608)
H (-0.662, -2.290, -5.519)
H (-1.050, -0.786, -4.688)
H (0.567, -1.498, -4.547)
H (-0.312, -3.387, -3.272)
H (1.227, -1.927, -2.049)
C (0.596, -1.163, -0.159)
O (-0.234, -1.631, 0.586)
N (1.797, -0.664, 0.248)
C (2.174, -0.236, 1.548)
O (3.212, 0.374, 1.675)
N (1.340, -0.607, 2.524)
H (0.450, -1.011, 2.245)
C (1.471, -0.087, 3.871)
C (0.515, 1.057, 4.100)
C (-0.582, 0.921, 4.939)
C (-1.466, 1.972, 5.111)
C (-1.265, 3.164, 4.439)
C (-0.176, 3.304, 3.594)
C (0.710, 2.257, 3.426)
H (1.560, 2.360, 2.768)
H (-0.018, 4.233, 3.066)
H (-1.958, 3.983, 4.570)
H (-2.316, 1.858, 5.768)
H (-0.743, -0.011, 5.463)
H (1.278, -0.899, 4.577)
H (2.504, 0.254, 3.980)
H (2.429, -0.313, -0.460)
H (1.609, 2.577, -2.691)
H (-0.033, 2.455, -3.337)
H (0.258, 3.340, -1.831)